Entry from the OMol25 dataset: a gas-phase ion, C3H6O5P (charge +1) (ωB97M-V/def2-TZVPD).

Properties
* E_tot: -835.13906 Ha
* ⟨S²⟩: 2.007
* strongest force on any atom: 7.43 eV Å⁻¹
* 2S+1: 3
* Kohn-Sham gap (spin up / spin down): 7.5 / 8.5 eV
* total charge: +1

Geometry (Å):
C1 2.632966 0.570657 0.175544
C2 0.995744 -1.169199 -0.095809
C3 1.375924 0.228756 -0.138365
O1 -0.138559 -1.475884 -0.322894
O2 -2.183752 -0.589145 -1.240318
O3 -1.692903 -0.526225 1.305193
O4 -2.070005 1.532660 0.000933
O5 0.299243 0.991000 -0.208459
P1 -1.407770 0.079095 -0.088060
H1 3.012289 1.622996 0.357020
H2 3.385701 -0.113580 0.050515
H3 1.765579 -1.854520 0.157876
H4 -2.222611 -1.581649 -1.380096
H5 -2.231275 0.082462 2.007910
H6 -1.520569 2.202582 -0.580997

Forces on the atoms, in the same order (eV/Å):
C 4.3 5.8 0.9
C 5.7 2.6 0.7
C -6.8 -3.0 0.0
O -6.5 -0.4 -0.6
O -0.9 -0.6 -0.8
O -1.8 1.9 3.0
O 2.1 0.7 -2.1
O -0.1 -0.7 -0.2
P 2.1 -0.2 -0.1
H -0.9 -1.4 0.0
H 1.6 -1.7 -0.2
H 0.5 -1.0 0.0
H 0.5 1.6 0.4
H 1.8 -1.9 -2.5
H -1.7 -1.6 1.7